The following is a DFT calculation (ωB97M-V/def2-TZVPD) of one molecule with the formula C2H3N3O at a distorted geometry.

Geometry (Å):
O -2.02 0.10 -0.08
C -0.67 0.05 0.03
N -0.01 -1.07 -0.03
C 1.32 -0.62 0.01
N 1.41 0.67 -0.07
N 0.14 1.03 -0.03
H -2.30 -0.85 0.10
H 2.17 -1.37 -0.09
H -0.04 2.06 0.15

- ΔE to the lowest compared entry with this formula, charge and spin: 79.1 kJ/mol
- Electronic energy: -317.5022 a.u.
- SMILES string: Oc1ncn[nH]1
- Lowest unoccupied orbital energy: 0.0263 Eh
- Maximum force: 7.064 eV Å⁻¹
- Kohn-Sham gap: 10.529 eV